# C19H42InN6OSi

A molecular structure, C19H42InN6OSi (the ωB97M-V functional and the def2-TZVPD basis, the OMol25 dataset).

Each line ends with the Löwdin charge.
Positions of all 70 atoms, in Å:
In1 -0.44 0.52 0.21  0.90
C1 1.72 2.52 2.09  -0.07
N1 2.86 1.63 2.14  -0.10
C2 3.87 1.90 3.16  -0.12
C3 4.75 0.67 3.06  -0.12
N2 3.85 -0.33 2.47  -0.07
C4 4.48 -1.59 2.11  -0.04
C5 2.78 0.29 1.87  -0.35
N3 1.81 -0.25 1.18  0.01
C6 1.84 -1.70 0.96  -0.23
C7 0.76 -2.11 -0.02  -0.26
N4 -0.56 -1.90 0.56  -0.02
C8 -1.30 -2.84 1.06  -0.36
N5 -2.53 -2.55 1.60  -0.10
C9 -2.93 -1.20 1.92  -0.06
C10 -3.05 -3.68 2.35  -0.11
C11 -2.28 -4.84 1.73  -0.11
N6 -1.08 -4.18 1.20  -0.07
C12 -0.20 -4.99 0.37  -0.03
H1 2.06 3.52 2.36  0.10
H2 0.93 2.22 2.78  0.09
H3 1.33 2.58 1.08  0.02
H4 3.42 1.98 4.15  0.13
H5 4.40 2.82 2.94  0.13
H6 5.12 0.33 4.02  0.13
H7 5.61 0.85 2.41  0.13
H8 5.29 -1.76 2.82  0.09
H9 4.91 -1.58 1.10  0.10
H10 3.79 -2.43 2.20  0.07
H11 1.67 -2.23 1.90  0.13
H12 2.79 -2.05 0.55  0.10
H13 0.95 -3.12 -0.38  0.09
H14 0.86 -1.46 -0.90  0.08
H15 -3.06 -0.61 1.01  0.05
H16 -2.20 -0.70 2.56  0.08
H17 -3.89 -1.23 2.43  0.10
H18 -4.12 -3.78 2.23  0.13
H19 -2.83 -3.58 3.42  0.13
H20 -2.85 -5.31 0.93  0.13
H21 -2.00 -5.60 2.46  0.13
H22 -0.40 -6.04 0.59  0.09
H23 0.85 -4.82 0.59  0.08
H24 -0.37 -4.84 -0.70  0.10
C13 2.09 1.60 -2.00  -0.18
Si1 1.16 0.90 -3.47  0.38
C14 0.76 2.33 -4.59  -0.15
C15 2.27 -0.33 -4.34  -0.15
H25 3.04 2.04 -2.35  0.05
H26 2.34 0.83 -1.26  0.01
H27 1.52 2.40 -1.52  0.02
H28 1.70 2.80 -4.91  0.05
H29 0.18 3.10 -4.07  0.04
H30 0.22 2.05 -5.49  0.03
H31 2.63 0.09 -5.29  0.04
H32 1.77 -1.28 -4.56  0.02
H33 3.15 -0.55 -3.72  0.03
C16 -1.16 -0.56 -4.94  -0.03
C17 -1.38 -0.35 -3.44  -0.64
C18 -1.71 -1.67 -2.79  -0.03
C19 -2.50 0.66 -3.21  -0.02
O1 -0.18 0.18 -2.79  -0.29
H34 -2.05 -1.04 -5.37  0.10
H35 -0.31 -1.21 -5.13  0.08
H36 -1.01 0.39 -5.47  0.07
H37 -2.63 -2.08 -3.23  0.10
H38 -1.87 -1.55 -1.71  0.06
H39 -0.90 -2.39 -2.94  0.09
H40 -3.42 0.32 -3.68  0.10
H41 -2.23 1.63 -3.64  0.09
H42 -2.68 0.79 -2.14  0.06

Properties
- Kohn-Sham gap (eV) = 9.046
- LUMO level (hartree) = -0.07014
- total charge = +1
- spin multiplicity = 1
- ΔE to the lowest compared entry with this formula, charge and spin (kcal per mole) = 0.00

# CH2NO2S2

A gas-phase ion, CH2NO2S2 (charge -1) at a distorted geometry (the ωB97M-V functional and the def2-TZVPD basis, the OMol25 dataset).

Each line ends with the Löwdin charge.
Positions of all 8 atoms, in Å:
C1 1.28 0.83 0.09  -1.11
N1 0.14 0.18 0.10  -0.10
O1 1.52 -1.79 0.67  -0.55
O2 3.06 -0.77 -1.05  -0.48
S1 1.71 2.44 0.10  0.39
S2 2.53 -0.71 0.29  0.72
H1 -0.68 0.73 0.32  0.05
H2 0.23 -0.90 0.28  0.07

Properties
- Kohn-Sham gap (spin up / spin down) (eV) = 4.558 / 6.347
- LUMO level (spin up / spin down) (hartree) = 0.13681 / 0.07591
- total charge = -1
- spin multiplicity = 3
- ΔE to the lowest compared entry with this formula, charge and spin (kcal per mole) = 0.42

# C42H52N8S5SbSiTl

A molecular structure, C42H52N8S5SbSiTl at a distorted geometry (the ωB97M-V functional and the def2-TZVPD basis, the OMol25 dataset).

Each line ends with the Löwdin charge.
Positions of all 110 atoms, in Å:
Tl1 0.89 0.88 0.65  0.65
S1 2.71 5.67 3.25  -0.25
Sb1 2.34 4.84 1.17  -0.05
S2 3.37 2.79 0.62  -0.17
S3 -0.05 3.91 1.17  0.45
S4 2.44 6.40 -0.50  -0.24
C1 3.33 -0.75 3.97  -0.04
C2 3.63 -1.35 2.61  -0.36
C3 4.56 -2.38 2.51  -0.10
C4 4.76 -2.96 1.25  -0.12
C5 4.07 -2.47 0.15  -0.06
C6 3.19 -1.34 0.30  -0.48
N1 2.97 -0.85 1.56  0.08
N2 2.54 -0.75 -0.72  -0.13
Si1 3.17 -0.69 -2.33  0.32
C7 5.03 -0.55 -2.39  -0.18
C8 2.57 0.85 -3.15  -0.17
C9 2.64 -2.20 -3.34  -0.18
H1 3.56 -1.47 4.76  0.07
H2 2.28 -0.45 4.02  0.05
H3 3.92 0.15 4.12  0.07
H4 5.05 -2.77 3.39  0.08
H5 5.43 -3.81 1.13  0.09
H6 4.21 -2.94 -0.82  0.07
H7 5.31 0.39 -1.90  0.04
H8 5.35 -0.46 -3.44  0.02
H9 5.60 -1.36 -1.93  0.01
H10 2.60 1.67 -2.42  0.02
H11 1.58 0.80 -3.59  -0.02
H12 3.28 1.11 -3.95  0.03
H13 3.29 -3.05 -3.08  0.01
H14 2.66 -2.08 -4.42  -0.01
H15 1.63 -2.47 -3.03  0.02
C10 0.24 4.45 -2.88  -0.03
C11 0.44 3.65 -1.65  -0.37
N3 0.09 2.24 -1.71  0.04
C12 -0.51 1.78 -2.76  -0.12
C13 -0.89 2.61 -3.89  -0.18
C14 -0.48 3.97 -3.91  -0.04
C15 -1.84 2.12 -4.87  -0.06
C16 -1.97 0.93 -5.52  -0.05
C17 -0.93 -0.03 -5.87  -0.27
C18 -1.23 -1.07 -6.75  -0.04
C19 -0.20 -1.71 -7.37  -0.15
N4 1.09 -1.40 -7.14  0.07
C20 1.28 -0.46 -6.20  -0.20
N5 0.35 0.24 -5.57  0.15
H16 0.66 5.44 -2.87  0.09
H17 1.49 3.72 -1.35  0.05
H18 -0.81 0.73 -2.75  0.13
H19 -0.71 4.60 -4.77  0.11
H20 -2.69 2.79 -5.02  0.11
H21 -2.88 0.84 -6.12  0.09
H22 -2.27 -1.27 -6.99  0.10
H23 -0.37 -2.50 -8.10  0.10
H24 2.31 -0.24 -5.94  0.10
S5 0.41 2.80 5.54  0.97
C21 2.04 2.82 5.06  -0.45
C22 2.17 2.23 3.86  -0.33
N6 0.99 1.75 3.32  -0.10
C23 -0.01 2.00 4.11  -0.54
H25 2.79 3.36 5.62  0.06
H26 3.08 2.25 3.26  0.05
H27 -1.03 1.72 3.88  0.07
C24 -6.55 -0.50 0.96  -0.06
C25 -5.19 0.14 0.73  -0.27
C26 -5.13 1.29 -0.04  -0.01
C27 -3.86 1.85 -0.31  -0.24
C28 -3.78 3.12 -1.13  -0.04
C29 -2.73 1.26 0.19  0.03
C30 -2.74 0.08 1.00  -0.24
C31 -4.04 -0.45 1.25  0.02
N7 -1.54 -0.37 1.42  0.12
C32 -1.42 -1.59 2.21  -0.45
C33 0.07 -1.77 2.48  -0.14
C34 0.37 -3.01 3.34  -0.27
C35 -0.35 -2.93 4.68  -0.12
C36 -1.86 -2.75 4.42  -0.29
C37 -2.38 -3.98 3.66  -0.13
C38 -1.63 -4.12 2.32  -0.28
C39 -0.13 -4.26 2.59  -0.11
C40 -1.88 -2.86 1.48  -0.08
C41 -2.10 -1.48 3.60  -0.07
H28 -7.32 0.05 0.43  0.06
H29 -6.79 -0.51 2.03  0.08
H30 -6.56 -1.53 0.60  0.07
H31 -6.01 1.73 -0.47  0.11
H32 -4.76 3.37 -1.52  0.07
H33 -3.09 3.01 -1.97  0.07
H34 -3.42 3.97 -0.53  0.07
H35 -1.77 1.71 -0.02  0.05
H36 -4.18 -1.36 1.83  0.09
H37 0.45 -0.85 2.95  0.08
H38 0.57 -1.86 1.50  0.10
H39 1.45 -3.09 3.49  0.13
H40 0.01 -2.07 5.28  0.12
H41 -0.16 -3.84 5.27  0.12
H42 -2.37 -2.68 5.39  0.13
H43 -3.45 -3.87 3.49  0.11
H44 -2.22 -4.89 4.25  0.11
H45 -2.00 -4.99 1.77  0.13
H46 0.40 -4.36 1.64  0.12
H47 0.08 -5.16 3.19  0.12
H48 -2.93 -2.79 1.20  0.10
H49 -1.32 -2.92 0.55  0.13
H50 -1.66 -0.62 4.12  0.12
H51 -3.17 -1.31 3.51  0.10
N8 -1.43 5.05 -0.76  0.07
C42 -0.43 4.32 -0.52  -0.78
H52 -1.57 5.13 -1.77  0.04

Properties
- Kohn-Sham gap (spin up / spin down) (eV) = 4.127 / 4.069
- LUMO level (spin up / spin down) (hartree) = 0.09392 / 0.09346
- total charge = -2
- spin multiplicity = 1
- ΔE to the lowest compared entry with this formula, charge and spin (kcal per mole) = 0.00

# C21H20N2O5

A single C21H20N2O5 molecule at a distorted geometry (the ωB97M-V functional and the def2-TZVPD basis, the OMol25 dataset).

Each line ends with the Löwdin charge.
Positions of all 48 atoms, in Å:
C1 -4.01 -3.36 0.51  -0.11
C2 -4.61 -2.19 1.08  -0.36
H1 -4.26 -1.97 2.09  0.13
H2 -5.79 -2.34 1.05  0.17
O1 -4.51 -1.14 0.22  0.00
C3 -3.43 -0.43 0.65  -0.24
O2 -2.64 -0.91 1.56  -0.02
C4 -3.23 0.90 -0.32  -0.06
C5 -4.32 1.34 -1.09  -0.09
C6 -4.12 2.41 -1.78  -0.10
C7 -3.03 3.37 -1.74  -0.02
C8 -2.01 2.86 -1.09  0.06
C9 -1.98 1.44 -0.30  -0.07
N1 -0.93 1.27 0.64  0.13
C10 0.31 1.64 0.56  -0.57
O3 0.69 2.57 0.20  0.25
C11 1.22 0.66 1.68  -0.02
C12 1.97 -0.13 0.85  -0.05
C13 3.39 0.29 0.22  -0.15
N2 3.64 -0.77 -0.47  0.04
C14 2.60 -1.72 -0.77  -0.19
C15 2.43 -2.80 -1.27  -0.16
C16 1.38 -3.51 -1.27  -0.05
C17 0.26 -3.16 -0.33  -0.03
C18 0.41 -1.88 -0.01  -0.02
C19 1.66 -1.26 0.14  -0.13
H3 -0.39 -1.93 0.87  0.15
H4 -0.53 -3.65 -0.49  0.02
H5 1.20 -4.57 -1.78  0.16
H6 3.38 -3.27 -1.99  0.20
C20 4.95 -0.83 -1.29  0.07
H7 5.72 -0.78 -0.66  0.05
H8 5.07 -1.90 -1.62  0.11
H9 5.00 -0.34 -2.07  0.01
C21 4.07 1.27 0.65  -0.29
O4 3.99 2.20 1.68  -0.09
O5 5.10 1.63 -0.42  -0.09
H10 5.53 2.44 0.31  0.23
H11 0.55 0.28 2.33  0.06
H12 1.73 1.61 2.28  0.19
H13 -1.12 0.29 1.32  0.21
H14 -1.12 3.39 -0.74  0.10
H15 -2.97 4.02 -2.33  0.00
H16 -5.04 2.64 -2.35  0.12
H17 -5.29 0.81 -1.07  0.14
H18 -4.21 -3.51 -0.62  0.12
H19 -4.24 -4.38 0.99  0.11
H20 -2.85 -3.37 0.51  0.09

Properties
- Kohn-Sham gap (eV) = 6.480
- LUMO level (hartree) = -0.03475
- total charge = 0
- structure (SMILES) = CCOC(=O)c1ccccc1NC(=O)Cc1c(C(=O)O)n(C)c2ccccc12
- spin multiplicity = 1
- ΔE to the lowest compared entry with this formula, charge and spin (kcal per mole) = 438.23